No. 1
190
Properties=species:S:1:pos:R:3:lowdin_charge:R:1 method="wB97M-V/def2-TZVPD" total_charge=+3 homo_energy_ev=-13.4489 energy_ev=-152466.86204 orbital_gap_ev=8.48 lumo_ev=-4.97
C 3.069 -6.455 -6.014 -0.085
O 2.040 -5.569 -5.628 -0.199
C 1.180 -4.930 -6.551 -0.214
C -0.245 -4.707 -6.080 -0.079
N -0.534 -3.795 -4.909 0.001
H -1.538 -3.681 -4.930 0.156
H -0.334 -4.189 -3.907 -0.072
C 0.090 -2.489 -4.992 -0.140
C -0.489 -1.569 -6.023 -0.239
O -0.085 -1.986 -7.268 -0.193
C 0.306 -0.860 -7.952 -0.106
H 3.280 -7.192 -5.233 0.093
H 3.927 -5.789 -6.227 0.091
H 2.790 -6.919 -6.975 0.092
H 1.011 -5.517 -7.465 0.137
H 1.656 -3.992 -6.894 0.124
H -0.752 -5.617 -5.935 0.124
H -0.627 -4.182 -6.976 0.133
H 1.101 -2.716 -5.374 0.142
H 0.074 -2.132 -4.010 0.094
H -0.133 -0.566 -5.832 0.117
H -1.627 -1.568 -6.005 0.160
H 1.154 -0.439 -7.383 0.110
H -0.535 -0.217 -8.168 0.101
H 0.640 -1.190 -8.919 0.097
C 2.715 8.024 -2.137 -0.056
O 2.561 7.034 -1.103 -0.212
C 2.993 7.465 0.192 -0.225
C 1.771 7.766 0.959 -0.132
N 0.875 6.592 0.834 0.016
H 0.553 6.591 -0.131 0.161
H 1.445 5.767 1.084 -0.052
C -0.293 6.656 1.803 -0.072
C -1.362 5.581 1.425 -0.166
O -1.719 5.976 0.073 -0.204
C -2.792 5.208 -0.433 -0.135
H 3.770 8.193 -2.209 0.084
H 2.177 8.944 -1.879 0.098
H 2.346 7.603 -3.059 0.089
H 3.722 8.277 0.241 0.139
H 3.577 6.639 0.644 0.082
H 1.177 8.579 0.616 0.133
H 1.978 7.975 1.985 0.137
H -0.776 7.600 1.621 0.126
H -0.004 6.471 2.873 0.154
H -2.217 5.672 2.125 0.137
H -1.033 4.568 1.415 0.099
H -3.637 5.238 0.244 0.063
H -2.493 4.154 -0.531 0.052
H -3.033 5.592 -1.397 0.084
C 3.917 -0.162 4.126 -0.028
C 3.523 1.175 3.655 -0.372
C 3.848 2.282 4.637 -0.219
O 3.266 2.153 5.955 -0.167
C 4.177 2.823 6.917 -0.031
N 4.008 1.578 2.294 0.178
H 5.042 1.454 2.246 0.172
H 3.526 1.017 1.615 0.127
H 3.702 2.616 2.051 -0.029
H 4.998 -0.263 4.245 0.100
H 3.585 -0.968 3.418 0.085
H 3.333 -0.375 5.050 0.117
H 2.439 1.260 3.519 0.155
H 3.560 3.217 4.194 0.069
H 4.925 2.332 4.784 0.119
H 4.879 3.385 6.313 0.076
H 4.681 2.064 7.471 0.080
H 3.634 3.425 7.636 0.091
C -1.069 0.881 -0.520 -0.049
C -1.328 -0.164 0.496 -0.331
C -0.211 -1.259 0.566 -0.206
O 1.018 -0.775 1.023 -0.211
C 2.099 -1.729 0.946 -0.067
N -1.293 0.483 1.872 0.114
H -1.883 -0.184 2.512 -0.060
H -0.371 0.559 2.207 0.106
H -1.759 1.409 1.918 0.006
H -0.056 1.203 -0.220 0.091
H -1.787 1.694 -0.373 0.035
H -1.015 0.516 -1.567 0.102
H -2.294 -0.728 0.557 0.130
H -0.069 -1.630 -0.453 0.098
H -0.550 -2.068 1.234 0.122
H 2.276 -2.079 -0.081 0.098
H 1.794 -2.630 1.512 0.109
H 3.059 -1.409 1.250 0.019
C -2.970 -5.611 1.512 -0.033
C -3.523 -4.834 0.319 -0.286
C -4.748 -5.541 -0.322 -0.160
O -5.744 -5.494 0.704 -0.228
C -7.111 -5.549 0.186 -0.045
N -3.924 -3.475 0.852 0.207
H -3.235 -2.985 1.426 0.047
H -4.285 -2.876 0.154 0.072
H -4.677 -3.671 1.537 0.159
H -2.113 -5.030 1.814 0.074
H -2.753 -6.654 1.240 0.103
H -3.660 -5.617 2.354 0.089
H -2.677 -4.683 -0.367 0.087
H -4.583 -6.597 -0.527 0.136
H -5.036 -5.055 -1.222 0.108
H -7.137 -4.726 -0.570 0.091
H -7.835 -5.254 1.002 0.107
H -7.310 -6.552 -0.176 0.086
C -5.609 3.152 -3.449 -0.040
C -5.367 3.406 -2.017 -0.350
C -6.091 4.684 -1.569 -0.226
O -5.900 5.713 -2.496 -0.177
C -6.593 6.864 -2.076 -0.088
N -5.760 2.206 -1.223 0.194
H -5.440 2.218 -0.240 0.044
H -6.771 2.084 -1.241 0.160
H -5.311 1.297 -1.554 0.146
H -6.708 3.127 -3.595 0.118
H -5.148 2.231 -3.714 0.080
H -5.172 3.834 -4.148 0.093
H -4.242 3.424 -1.909 0.153
H -5.816 4.951 -0.518 0.127
H -7.206 4.425 -1.482 0.154
H -6.650 7.104 -0.992 0.105
H -7.649 6.685 -2.422 0.113
H -6.135 7.643 -2.633 0.083
C -8.024 0.326 3.368 -0.013
C -6.711 1.070 3.745 -0.302
C -6.816 1.673 5.131 -0.202
O -5.597 2.384 5.443 -0.187
C -5.696 2.802 6.812 -0.067
N -5.451 0.216 3.685 0.142
H -4.805 0.450 2.877 0.031
H -4.848 0.472 4.513 0.141
H -5.603 -0.796 3.580 0.107
H -8.038 -0.260 2.450 0.088
H -8.880 0.973 3.327 0.088
H -8.191 -0.288 4.187 0.056
H -6.522 1.821 2.969 0.126
H -7.078 0.886 5.873 0.149
H -7.680 2.342 5.109 0.137
H -5.118 3.700 6.902 0.087
H -5.282 2.082 7.475 0.086
H -6.740 3.061 6.946 0.090
C 5.977 -0.468 -3.103 -0.006
C 6.919 0.611 -2.579 -0.297
C 6.175 1.560 -1.680 -0.236
O 5.189 2.122 -2.486 -0.168
C 4.378 3.216 -1.859 -0.012
N 7.982 0.117 -1.656 0.228
H 8.621 0.899 -1.583 0.172
H 7.639 -0.145 -0.728 0.113
H 8.499 -0.681 -2.054 0.186
H 6.548 -1.336 -3.449 0.097
H 5.338 -0.132 -3.909 0.091
H 5.250 -0.733 -2.329 0.094
H 7.447 1.082 -3.368 0.152
H 6.685 2.336 -1.194 0.119
H 5.676 0.921 -0.852 0.149
H 3.714 2.794 -1.117 0.062
H 3.736 3.548 -2.622 0.074
H 4.863 4.023 -1.336 0.085
C 7.705 -6.095 0.785 -0.011
C 6.249 -5.851 1.143 -0.321
C 5.379 -7.118 1.279 -0.138
O 4.081 -6.606 1.645 -0.211
C 3.291 -7.485 2.419 -0.081
N 6.170 -5.174 2.445 0.224
H 6.978 -5.433 3.052 0.194
H 6.233 -4.159 2.286 0.128
H 5.265 -5.428 2.844 0.156
H 7.754 -6.461 -0.216 0.092
H 8.152 -6.686 1.572 0.092
H 8.314 -5.181 0.843 0.096
H 5.800 -5.202 0.448 0.141
H 5.691 -7.811 2.087 0.142
H 5.382 -7.726 0.368 0.145
H 3.314 -8.462 1.935 0.101
H 2.256 -7.216 2.482 0.089
H 3.661 -7.539 3.433 0.090
B 6.419 -1.802 0.834 -1.225
F 6.851 -0.411 0.993 0.036
F 5.053 -1.868 0.816 0.150
F 6.931 -2.347 -0.342 0.124
F 6.973 -2.539 1.920 0.088
B -5.520 -0.957 -0.337 -1.230
F -6.713 -0.340 -0.676 0.138
F -5.308 -0.929 1.066 0.082
F -5.599 -2.312 -0.733 0.112
F -4.483 -0.245 -1.004 0.082
Cl -3.755 2.431 1.543 -0.112
Cl -2.938 -1.523 3.475 -0.106
Cl -0.285 -4.393 -1.981 -0.287
Cl 2.710 4.372 1.842 -0.020


No. 2
23
Properties=species:S:1:pos:R:3:lowdin_charge:R:1 method="wB97M-V/def2-TZVPD" homo_energy_ev=-9.9380 energy_ev=-12023.36472 orbital_gap_ev=10.58 lumo_ev=0.64 relative_energy_kcal_mol=19.7 smiles=C[C@H](O)[C@@H](C)N.O.O
C 0.787 2.698 1.080 -0.052
C 0.594 1.199 1.246 -0.390
O 1.831 0.616 1.614 -0.022
C 0.081 0.492 -0.066 -0.404
C -0.761 -0.744 0.182 -0.058
N -0.658 1.337 -1.027 0.033
H 0.831 3.167 2.070 0.082
H -0.005 3.230 0.562 0.064
H 1.748 2.904 0.613 0.085
H -0.183 1.015 1.991 0.137
H 2.078 0.000 0.932 0.075
H 0.963 0.205 -0.634 0.111
H -1.751 -0.509 0.580 0.086
H -0.353 -1.480 0.877 0.092
H -0.844 -1.247 -0.766 0.059
H -0.194 2.147 -1.393 0.076
H -1.536 1.593 -0.590 0.086
O 0.615 -0.717 -2.789 -0.061
H 1.221 0.031 -2.703 0.037
H -0.091 -0.305 -2.305 -0.032
O -2.187 -4.214 0.219 -0.056
H -2.410 -3.391 0.656 0.018
H -2.153 -4.053 -0.729 0.035


No. 3
105
Properties=species:S:1:pos:R:3:lowdin_charge:R:1 method="wB97M-V/def2-TZVPD" homo_energy_ev="-6.0357 / -6.0348" energy_ev=-121702.56254 orbital_gap_ev="4.67 / 4.70" s_squared=3.776 lumo_ev="-1.36 / -1.34" relative_energy_kcal_mol=23.3 spin_multiplicity=4
Cr -1.920 1.636 -0.641 0.884
Cl -0.174 3.876 6.097 0.651
C -0.457 3.136 4.548 -0.666
C -0.002 1.810 4.330 -0.063
C -0.190 1.190 3.134 0.030
C -0.861 1.868 2.075 -0.302
O -0.968 1.280 0.949 -0.162
C -1.323 3.197 2.303 -0.122
C -2.014 3.921 1.312 -0.028
N -2.429 3.455 0.159 0.016
C -3.161 4.278 -0.728 -0.169
C -3.540 5.582 -0.527 0.003
C -4.283 6.280 -1.501 -0.058
C -4.653 5.687 -2.672 -0.027
C -4.290 4.342 -2.916 -0.140
C -4.630 3.648 -4.100 0.014
C -4.254 2.348 -4.262 -0.017
C -3.527 1.720 -3.233 -0.068
N -3.189 2.341 -2.127 0.040
C -3.552 3.647 -1.944 -0.127
C -1.087 3.821 3.561 -0.068
H 0.519 1.300 5.130 0.112
H 0.211 0.205 2.920 0.094
H -2.218 4.962 1.552 0.124
H -3.273 6.107 0.378 0.106
H -4.562 7.307 -1.304 0.111
H -5.221 6.226 -3.419 0.117
H -5.187 4.166 -4.871 0.125
H -4.488 1.793 -5.158 0.114
H -3.201 0.692 -3.333 0.121
H -1.419 4.838 3.726 0.113
C -1.605 -2.487 -1.696 0.009
C -1.990 -1.144 -1.186 -0.217
N -1.475 -0.040 -1.590 -0.062
N -0.587 0.042 -2.615 0.117
C -0.127 1.282 -2.654 -0.450
O -0.503 2.228 -1.867 -0.106
C 0.861 1.608 -3.705 -0.140
C 1.560 0.599 -4.363 -0.013
C 2.458 0.924 -5.364 -0.071
C 2.657 2.253 -5.718 -0.087
C 1.969 3.260 -5.057 -0.080
C 1.077 2.939 -4.046 -0.018
C -2.983 -0.960 -0.103 -0.169
C -3.525 -2.021 0.607 -0.005
C -4.400 -1.754 1.647 -0.026
C -4.719 -0.440 1.953 -0.029
C -4.142 0.569 1.201 -0.083
N -3.308 0.319 0.198 0.036
H -1.083 -2.378 -2.644 0.081
H -2.473 -3.134 -1.818 0.090
H -0.915 -2.951 -0.984 0.073
H 1.408 -0.428 -4.064 0.095
H 3.011 0.141 -5.866 0.103
H 3.359 2.503 -6.503 0.100
H 2.136 4.296 -5.322 0.100
H 0.548 3.711 -3.504 0.113
H -3.238 -3.033 0.364 0.116
H -4.817 -2.567 2.226 0.119
H -5.387 -0.193 2.765 0.112
H -4.340 1.614 1.407 0.124
C 4.652 -1.981 3.619 -0.034
C 4.388 -1.079 2.416 -0.655
C 3.722 0.214 2.880 -0.061
C 5.689 -0.767 1.683 -0.031
O 3.578 -1.811 1.504 -0.177
Si 2.057 -1.568 0.884 -0.200
S 1.741 0.199 -0.038 0.366
O 0.982 -1.805 2.154 -0.188
C 0.451 -2.983 2.748 -0.640
C -0.707 -3.478 1.882 -0.023
C -0.062 -2.561 4.122 -0.033
C 1.500 -4.081 2.908 -0.019
O 1.806 -2.955 -0.023 -0.187
C 2.498 -3.496 -1.143 -0.653
C 1.671 -4.696 -1.595 -0.034
C 2.587 -2.467 -2.265 -0.058
C 3.892 -3.964 -0.731 -0.027
H 5.346 -1.508 4.316 0.083
H 5.075 -2.931 3.289 0.087
H 3.718 -2.180 4.145 0.067
H 4.350 0.702 3.628 0.086
H 2.749 -0.001 3.327 0.067
H 3.557 0.889 2.041 0.045
H 6.357 -0.166 2.304 0.082
H 5.460 -0.212 0.773 0.089
H 6.201 -1.691 1.410 0.081
H -1.461 -2.691 1.802 0.062
H -1.170 -4.370 2.311 0.091
H -0.332 -3.716 0.886 0.064
H -0.856 -1.818 4.022 0.075
H 0.753 -2.122 4.699 0.085
H -0.458 -3.418 4.673 0.083
H 1.884 -4.388 1.938 0.074
H 1.060 -4.948 3.408 0.086
H 2.335 -3.722 3.507 0.070
H 0.686 -4.374 -1.942 0.066
H 1.537 -5.390 -0.764 0.084
H 2.168 -5.221 -2.413 0.084
H 1.598 -2.051 -2.466 0.056
H 2.982 -2.934 -3.171 0.086
H 3.230 -1.633 -1.982 0.069
H 3.821 -4.773 0.000 0.087
H 4.443 -3.145 -0.276 0.071
H 4.442 -4.328 -1.601 0.085


No. 4
120
Properties=species:S:1:pos:R:3:lowdin_charge:R:1 method="wB97M-V/def2-TZVPD" homo_energy_ev=-9.4612 energy_ev=-113745.21015 orbital_gap_ev=7.30 lumo_ev=-2.16 smiles="CC[C@H](F)[C@](C#N)(C(F)(F)c1cccc(C(F)(F)F)c1)[C@](C#N)(CCF)CCCCCCCCOC.COP(=O)(OC)OC.COP(=O)(OC)OC.COP(=O)(OC)OC"
C 2.808 -5.296 2.526 -0.070
C 2.374 -5.553 1.003 -0.157
C 1.293 -4.476 0.546 -0.241
F 0.092 -4.998 1.099 -0.014
C 1.276 -4.184 -0.994 -0.135
C 1.672 -5.561 -1.666 -0.193
N 2.006 -6.542 -2.138 0.220
C 2.426 -3.190 -1.438 -0.342
F 1.989 -1.960 -1.908 0.086
F 3.121 -3.769 -2.522 0.042
C 3.529 -2.854 -0.399 -0.079
C 3.313 -1.763 0.566 -0.003
C 4.288 -1.357 1.557 -0.036
C 5.567 -2.036 1.639 0.008
C 5.817 -3.095 0.665 -0.079
C 7.203 -3.806 0.784 -0.495
F 7.311 -4.896 -0.034 0.113
F 7.254 -4.310 2.084 0.083
F 8.247 -2.936 0.670 0.121
C 4.839 -3.497 -0.330 0.053
C -0.168 -3.902 -1.654 -0.262
C -0.887 -5.312 -1.643 -0.201
N -1.376 -6.338 -1.552 0.190
C -0.114 -3.603 -3.222 -0.091
C -0.852 -2.321 -3.716 -0.185
F -0.255 -1.098 -3.356 -0.064
C -1.117 -2.984 -0.806 -0.128
C -0.468 -1.718 -0.151 -0.180
C -1.524 -0.869 0.712 -0.161
C -0.858 -0.500 2.115 -0.190
C -1.165 -1.584 3.236 -0.186
C -1.627 -0.934 4.618 -0.191
C -3.141 -1.251 4.935 -0.171
C -3.954 -0.015 5.487 -0.230
O -3.659 1.201 4.779 -0.227
C -4.864 1.845 4.332 -0.113
H 2.713 -6.274 3.054 0.075
H 2.250 -4.454 3.001 0.072
H 3.906 -5.034 2.526 0.069
H 1.931 -6.582 0.893 0.127
H 3.315 -5.514 0.409 0.092
H 1.512 -3.580 1.193 0.125
H 2.345 -1.199 0.551 0.104
H 4.022 -0.522 2.251 0.112
H 6.326 -1.769 2.407 0.126
H 5.059 -4.312 -1.054 0.131
H -0.548 -4.442 -3.840 0.136
H 0.939 -3.517 -3.620 0.125
H -0.840 -2.362 -4.845 0.128
H -1.947 -2.284 -3.451 0.123
H -2.031 -2.620 -1.357 0.127
H -1.567 -3.573 0.046 0.125
H 0.378 -1.932 0.551 0.069
H -0.057 -0.981 -0.899 0.110
H -2.408 -1.538 0.868 0.102
H -1.794 0.095 0.211 0.110
H -1.341 0.458 2.467 0.093
H 0.236 -0.266 2.016 0.103
H -0.325 -2.310 3.400 0.100
H -2.035 -2.189 2.857 0.091
H -1.011 -1.313 5.480 0.105
H -1.430 0.175 4.562 0.099
H -3.158 -2.105 5.673 0.115
H -3.700 -1.627 4.033 0.106
H -5.042 -0.254 5.308 0.116
H -3.721 0.084 6.582 0.125
H -4.605 2.912 4.119 0.087
H -5.262 1.382 3.390 0.098
H -5.663 1.853 5.129 0.094
C -4.130 6.490 -2.198 -0.131
O -4.529 5.186 -1.752 -0.288
P -3.991 4.789 -0.172 0.697
O -3.218 3.599 -0.708 -0.280
O -5.491 4.334 0.287 -0.254
C -6.572 4.199 -0.626 -0.108
O -3.520 4.575 1.438 -0.275
C -2.403 3.753 1.722 -0.141
H -4.513 6.643 -3.206 0.088
H -4.545 7.258 -1.541 0.077
H -3.039 6.564 -2.215 0.082
H -6.324 3.519 -1.442 0.094
H -6.860 5.176 -1.016 0.082
H -7.425 3.790 -0.085 0.090
H -1.526 4.082 1.162 0.088
H -2.631 2.711 1.504 0.079
H -2.180 3.840 2.788 0.089
C 9.255 -3.740 -2.023 -0.145
O 9.964 -3.504 -3.248 -0.277
P 11.633 -3.880 -3.174 0.677
O 12.040 -2.459 -3.494 -0.278
O 11.582 -4.784 -4.531 -0.246
C 10.467 -4.794 -5.408 -0.113
O 13.181 -4.490 -2.901 -0.264
C 14.244 -3.582 -2.668 -0.136
H 8.210 -3.468 -2.166 0.085
H 9.313 -4.798 -1.755 0.082
H 9.677 -3.130 -1.223 0.075
H 10.213 -3.788 -5.746 0.094
H 9.610 -5.262 -4.922 0.084
H 10.725 -5.394 -6.281 0.089
H 14.005 -2.906 -1.846 0.086
H 14.471 -3.022 -3.573 0.090
H 15.125 -4.165 -2.389 0.088
C -9.052 11.188 -2.028 -0.132
O -9.515 9.862 -1.735 -0.284
P -8.994 9.257 -0.220 0.677
O -8.264 8.093 -0.857 -0.287
O -10.500 8.818 0.226 -0.245
C -11.593 8.789 -0.679 -0.111
O -8.508 8.970 1.368 -0.259
C -7.400 8.118 1.597 -0.133
H -9.429 11.478 -3.008 0.087
H -9.426 11.892 -1.281 0.081
H -7.959 11.209 -2.045 0.083
H -11.378 8.166 -1.548 0.094
H -11.852 9.802 -0.989 0.084
H -12.454 8.367 -0.159 0.091
H -6.529 8.459 1.034 0.082
H -7.648 7.090 1.337 0.087
H -7.158 8.155 2.661 0.091


No. 5
10
Properties=species:S:1:pos:R:3:lowdin_charge:R:1 method="wB97M-V/def2-TZVPD" homo_energy_ev=-8.6400 energy_ev=-25878.90054 orbital_gap_ev=8.30 lumo_ev=-0.34 relative_energy_kcal_mol=88.1 smiles="S=C1CS1.C#C"
S -0.976 1.857 0.134 0.646
C 0.289 0.986 -0.423 -1.201
C 1.393 0.839 -1.334 -0.456
S 1.195 -0.394 -0.061 0.885
H 1.397 0.445 -2.316 0.053
H 2.178 1.706 -1.168 0.126
C -1.717 -1.569 0.814 -0.011
C -0.977 -1.348 1.725 -0.052
H -2.303 -1.320 0.024 0.002
H -0.480 -1.202 2.604 0.007